A 2-piece molecular cluster, C2H10NS2 overall in a non-equilibrium geometry, computed with ωB97M-V/def2-TZVPD.

XYZ file:
```
15
Properties=species:S:1:pos:R:3:lowdin_charge:R:1
C -1.938 -2.084 -0.367 0.0170
N -0.932 -1.261 -1.189 0.0630
H -2.652 -2.517 -1.081 0.1127
H -2.384 -1.345 0.281 0.0976
H -1.304 -2.710 0.185 0.0762
H -0.498 -1.839 -2.083 0.2470
H -1.351 -0.437 -1.460 0.0914
H -0.043 -0.910 -0.665 -0.0202
C 1.576 2.758 1.133 -0.3643
S 0.309 1.384 0.983 0.3738
S 1.478 -0.349 0.665 0.3910
H 2.199 2.590 0.347 -0.0255
H 1.065 3.722 1.128 0.0588
H 2.087 2.547 2.050 0.0337
H 2.389 0.450 0.073 -0.1523
```

Results
Total charge: +1
HOMO level in eV: -12.354
Lowest unoccupied orbital energy in eV: -3.47
Relative energy (zero: lowest compared OMol25 entry of this formula, charge and spin) in eV: 1.247